An isolated ion of composition C17H31BBrCl2N3O11P and charge +1 at a distorted geometry, computed with ωB97M-V/def2-TZVPD.

Each atom is followed by the atoms it is bonded to, with distances in Å.
CARTESIAN COORDINATES (ANGSTROEM)
1 C 2.584 -4.205 1.979  C2 1.325, H37 1.080, H38 1.078
2 C 2.090 -2.979 1.897  C1 1.325, C3 1.501, H39 1.079
3 C 0.716 -2.659 2.410  C2 1.501, C4 1.544, H40 1.083, H41 1.097
4 C 0.153 -1.306 1.924  C3 1.544, C5 1.558, N9 1.467, C35 1.552
5 C 0.900 -0.125 2.613  C4 1.558, C6 1.525, H42 1.083, H43 1.084
6 C 1.440 -0.230 4.035  C5 1.525, O7 1.206, Br8 1.943
7 O 0.974 0.452 4.914  C6 1.206
8 Br 2.966 -1.325 4.532  C6 1.943
9 N 0.406 -1.238 0.481  C4 1.467, C10 1.447, H44 1.013
10 C -0.577 -0.643 -0.400  N9 1.447, O11 1.391, P19 1.910, C23 1.567
11 O -0.537 0.739 -0.557  C10 1.391, C12 1.427
12 C 0.663 1.448 -0.249  O11 1.427, C13 1.531, H45 1.089, H46 1.083
13 C 0.763 2.654 -1.187  C12 1.531, N14 1.458, H47 1.088, H48 1.092
14 N 2.158 2.888 -1.538  C13 1.458, C15 1.471, H49 1.013
15 C 2.303 3.758 -2.716  N14 1.471, C16 1.515, H50 1.089, H51 1.094
16 C 3.611 4.512 -2.602  C15 1.515, C17 1.543, O18 1.419, H52 1.088
17 C 4.788 3.516 -2.538  C16 1.543, H53 1.082, H54 1.084, H55 1.082
18 O 3.783 5.346 -3.737  C16 1.419, H56 0.957
19 P -0.012 -1.223 -2.130  C10 1.910, O20 1.459, O21 1.611, O22 1.584
20 O 1.380 -0.792 -2.204  P19 1.459
21 O -0.011 -2.824 -2.312  P19 1.611, H57 0.970
22 O -0.823 -0.500 -3.282  P19 1.584, H58 0.965
23 C -2.051 -1.024 -0.031  C10 1.567, C24 1.513, C27 1.545, N31 1.500
24 C -3.071 -0.451 -0.990  C23 1.513, O25 1.398, H59 1.091, H60 1.091
25 O -3.114 0.946 -0.983  C24 1.398, O26 1.426
26 O -4.311 1.230 -1.705  O25 1.426, H61 0.964
27 C -2.150 -2.559 -0.176  C23 1.545, C28 1.523, H62 1.083, H63 1.077
28 C -3.284 -3.316 0.502  C27 1.523, O29 1.206, Cl30 1.779
29 O -3.051 -4.137 1.356  C28 1.206
30 Cl -4.974 -3.089 -0.001  C28 1.779
31 N -2.190 -0.535 1.381  C23 1.500, B32 1.543, C35 1.506, H64 1.028
32 B -3.615 -0.333 1.936  N31 1.543, O33 1.346, O34 1.351
33 O -4.315 -1.343 2.483  B32 1.346, H65 0.963
34 O -4.131 0.907 1.786  B32 1.351, H66 0.963
35 C -1.348 -1.369 2.311  C4 1.552, N31 1.506, Cl36 1.789, H67 1.079
36 Cl -1.672 -0.640 3.913  C35 1.789
37 H 1.957 -5.084 1.954  C1 1.080
38 H 3.645 -4.348 2.114  C1 1.078
39 H 2.685 -2.191 1.461  C2 1.079
40 H 0.625 -2.768 3.483  C3 1.083
41 H 0.040 -3.414 1.990  C3 1.097
42 H 1.721 0.139 1.956  C5 1.083
43 H 0.253 0.745 2.608  C5 1.084
44 H 0.652 -2.133 0.076  N9 1.013
45 H 0.652 1.852 0.763  C12 1.089
46 H 1.588 0.899 -0.364  C12 1.083
47 H 0.244 2.386 -2.105  C13 1.088
48 H 0.259 3.531 -0.776  C13 1.092
49 H 2.586 3.338 -0.738  N14 1.013
50 H 2.301 3.117 -3.596  C15 1.089
51 H 1.456 4.451 -2.764  C15 1.094
52 H 3.631 5.089 -1.680  C16 1.088
53 H 5.212 3.504 -1.542  C17 1.082
54 H 4.465 2.517 -2.805  C17 1.084
55 H 5.515 3.813 -3.282  C17 1.082
56 H 3.072 5.178 -4.355  O18 0.957
57 H -0.690 -3.082 -2.954  O21 0.970
58 H -0.292 0.264 -3.538  O22 0.965
59 H -4.076 -0.829 -0.799  C24 1.091
60 H -2.849 -0.809 -1.997  C24 1.091
61 H -4.387 2.190 -1.678  O26 0.964
62 H -2.277 -2.738 -1.236  C27 1.083
63 H -1.242 -3.077 0.086  C27 1.077
64 H -1.770 0.400 1.470  N31 1.028
65 H -5.204 -1.362 2.112  O33 0.963
66 H -4.486 1.245 2.615  O34 0.963
67 H -1.728 -2.375 2.407  C35 1.079

Output
E_HOMO = -11.49 eV
energy = -150170.2827 eV
charge = +1
SMILES string = C=CC[C@@]1(CC(=O)Br)N[C@@](OCCNC[C@@H](C)O)(P(=O)(O)O)[C@@](COO)(CC(=O)Cl)[N@@H+](B(O)O)[C@@H]1Cl
Kohn-Sham gap = 8.423 eV
E_LUMO = -3.064 eV



A 2-piece molecular cluster, C8H9FN4S overall at a distorted geometry, computed with ωB97M-V/def2-TZVPD.

Each atom is followed by the atoms it is bonded to, with distances in Å.
CARTESIAN COORDINATES (ANGSTROEM)
1 C 3.552 0.287 0.467  C2 1.407, C4 1.391, H15 1.025
2 C 2.277 0.852 0.285  C1 1.407, C5 1.353, H16 1.127
3 C 2.633 -1.798 -0.318  C4 1.435, N9 1.256, H17 1.122
4 C 3.756 -1.059 0.184  C1 1.391, C3 1.435, F13 1.327
5 C 1.306 0.045 -0.201  C2 1.353, N9 1.354, N12 1.383
6 C -1.245 -1.772 2.347  N10 1.150, H18 1.074
7 C -1.132 0.053 -0.661  C8 1.514, N11 1.326, N12 1.371
8 C -2.371 0.865 -0.974  C7 1.514, H19 1.176, H20 1.058, H21 1.058
9 N 1.520 -1.253 -0.523  C3 1.256, C5 1.354
10 N -0.984 -0.671 2.145  C6 1.150
11 N -1.143 -1.244 -0.941  C7 1.326, S14 1.682, H22 1.136
12 N 0.071 0.643 -0.376  C5 1.383, C7 1.371, H23 1.049
13 F 4.948 -1.638 0.252  C4 1.327
14 S -2.522 -2.204 -0.879  N11 1.682
15 H 4.176 1.044 0.761  C1 1.025
16 H 2.224 1.964 0.466  C2 1.127
17 H 2.666 -2.916 -0.411  C3 1.122
18 H -1.919 -2.609 2.341  C6 1.074
19 H -2.122 1.945 -1.369  C8 1.176
20 H -2.907 1.008 -0.073  C8 1.058
21 H -2.975 0.392 -1.702  C8 1.058
22 H -0.128 -1.634 -0.615  N11 1.136
23 H 0.105 1.676 -0.557  N12 1.049

Output
E_HOMO = -6.76 eV
energy = -27952.3026 eV
Kohn-Sham gap = 7.079 eV
E_LUMO = 0.317 eV